No. 1
{"formula": "C14H23N2OPTi", "method": "ωB97M-V/def2-TZVPD", "species": ["C", "C", "C", "C", "C", "C", "C", "C", "N", "Ti", "C", "P", "H", "H", "H", "H", "H", "H", "H", "H", "C", "C", "H", "C", "C", "H", "H", "H", "H", "H", "H", "H", "H", "H", "H", "H", "H", "H", "H", "O", "C", "N"], "positions_angstrom": [[1.98737, -0.29730, -3.35588], [2.00245, 0.93037, -2.69681], [1.59805, 1.02535, -1.35645], [1.21062, -0.14520, -0.67512], [1.16619, -1.37886, -1.35957], [1.59436, -1.45625, -2.68869], [1.65785, 2.36024, -0.66500], [0.37966, 2.94501, -0.01300], [-0.66149, 1.95052, 0.36917], [0.19274, 0.15683, 1.08547], [0.59242, -2.59117, -0.67999], [-0.65516, -2.07190, 0.55666], [2.31877, 1.84040, -3.21363], [1.58893, -2.42311, -3.20019], [2.29030, -0.34460, -4.40289], [1.35088, -3.19346, -0.15358], [0.07686, -3.25547, -1.38959], [2.45209, 2.34641, 0.10467], [1.97529, 3.10813, -1.40426], [0.66035, 3.51903, 0.88225], [-1.02873, -3.55293, 1.51182], [-2.14313, -1.81443, -0.43678], [-0.11337, 3.64882, -0.70465], [-1.54312, 1.67858, -0.78982], [-1.49161, 2.50302, 1.46145], [-0.02395, -1.38040, 1.96320], [-2.03547, 2.62867, -1.05325], [-0.96447, 1.32459, -1.64825], [-2.30940, 0.94107, -0.52259], [-2.17986, 3.25136, 1.03642], [-2.08305, 1.70762, 1.93443], [-0.86510, 2.99235, 2.21863], [-2.48030, -2.79819, -0.79122], [-2.93878, -1.36714, 0.17158], [-1.95680, -1.18337, -1.31450], [-1.33120, -4.36200, 0.84001], [-0.14604, -3.85578, 2.08489], [-1.84641, -3.32232, 2.20331], [-0.27878, -0.53890, 3.50945], [2.25034, 0.14711, 4.95017], [1.30974, 0.10866, 4.24803], [0.42098, 0.21865, 3.38406]], "s_squared": 2.025, "multiplicity": 3, "lumo_ev": [0.22, 0.05]}


No. 2
{"formula": "C2H3NS", "method": "ωB97M-V/def2-TZVPD", "species": ["C", "C", "N", "S", "H", "H", "H"], "positions_angstrom": [[-2.10836, 0.01840, -0.23555], [-0.75877, -1.17505, 0.10949], [1.35460, 0.33319, -0.35897], [0.77547, -1.09276, 0.30945], [-2.05962, 0.27305, 0.83720], [2.27361, 0.74126, -0.01049], [0.52307, 0.90192, -0.65114]], "multiplicity": 1, "lumo_ev": [-0.84, -0.84]}


No. 3
{"formula": "C35H64Br2F2NO21Si", "method": "ωB97M-V/def2-TZVPD", "species": ["C", "C", "Br", "C", "Br", "N", "C", "F", "F", "C", "C", "Si", "C", "C", "C", "C", "C", "C", "C", "C", "H", "H", "H", "H", "H", "H", "H", "H", "H", "H", "H", "H", "H", "H", "H", "H", "H", "H", "H", "H", "H", "H", "C", "O", "C", "O", "O", "C", "H", "H", "H", "H", "H", "H", "C", "O", "C", "O", "O", "C", "H", "H", "H", "H", "H", "H", "C", "O", "C", "O", "O", "C", "H", "H", "H", "H", "H", "H", "C", "O", "C", "O", "O", "C", "H", "H", "H", "H", "H", "H", "C", "O", "C", "O", "O", "C", "H", "H", "H", "H", "H", "H", "C", "O", "C", "O", "O", "C", "H", "H", "H", "H", "H", "H", "C", "O", "C", "O", "O", "C", "H", "H", "H", "H", "H", "H"], "positions_angstrom": [[4.48336, -0.76363, -0.39478], [4.40055, -2.40356, -0.37975], [4.48230, -2.94993, 1.58370], [2.93257, -2.98087, -0.92961], [1.68791, -2.80718, 0.67522], [2.42342, -2.22560, -2.15136], [1.61971, -3.13498, -3.05430], [2.61790, -3.91826, -3.87057], [0.83549, -4.16923, -2.30046], [0.63874, -2.35488, -4.12189], [1.05559, -0.79920, -4.42766], [-0.10642, 0.52786, -3.65569], [1.01055, 1.69245, -2.57696], [-0.89514, 1.66977, -5.03097], [-1.47920, -0.16163, -2.49487], [-2.96612, 0.59830, -2.58995], [-4.22742, 0.13888, -1.63362], [-4.11813, -1.12070, -0.56572], [-2.62806, -1.86942, -0.47957], [-1.32699, -1.38224, -1.41085], [4.46159, -0.37422, -1.49873], [5.41334, -0.37495, 0.20386], [3.51292, -0.37839, 0.17980], [5.30379, -2.94774, -0.88827], [3.10797, -4.13046, -1.11740], [1.90443, -1.37732, -1.81965], [3.28289, -1.93605, -2.70804], [0.75942, -2.93874, -5.15623], [-0.50777, -2.50136, -3.83152], [2.17488, -0.52846, -4.15817], [0.98110, -0.65883, -5.61081], [0.36846, 2.58065, -2.10530], [1.93986, 2.10346, -3.17524], [1.35734, 1.03269, -1.64682], [-0.07818, 2.22456, -5.68903], [-1.69580, 1.10213, -5.69088], [-1.47084, 2.52372, -4.45305], [-3.16978, 1.51143, -3.32063], [-5.28283, 0.68996, -1.66150], [-5.02436, -1.49518, 0.11496], [-2.41017, -2.77714, 0.24581], [-0.30885, -1.95139, -1.30567], [6.65660, 2.09061, 6.64391], [6.58381, 0.66780, 6.57755], [5.61184, 0.19623, 5.75640], [4.83394, 0.87361, 5.10308], [5.65529, -1.15962, 5.78831], [4.68108, -1.79753, 4.96471], [7.46709, 2.35601, 7.32821], [6.88520, 2.51187, 5.65962], [5.72366, 2.50692, 7.03747], [4.83080, -1.53180, 3.91332], [3.66917, -1.53663, 5.29110], [4.80753, -2.87882, 5.06740], [4.11529, -0.81328, -8.25717], [3.08675, 0.14544, -8.49604], [3.52515, 1.42742, -8.57164], [4.68280, 1.79752, -8.45473], [2.45224, 2.22624, -8.79967], [2.76523, 3.61392, -8.90321], [3.65192, -1.80280, -8.21559], [4.84463, -0.80865, -9.07362], [4.60565, -0.62224, -7.29716], [3.44048, 3.79552, -9.74554], [3.20167, 3.98193, -7.96905], [1.83419, 4.15766, -9.08552], [-0.51718, -2.38604, 3.12181], [-0.81665, -1.75126, 4.36337], [-1.88760, -0.91901, 4.32084], [-2.57787, -0.68808, 3.34054], [-2.05728, -0.38811, 5.55801], [-3.15681, 0.51424, 5.66363], [0.35568, -3.02727, 3.27196], [-1.35360, -3.01346, 2.79731], [-0.27031, -1.64204, 2.35755], [-4.09871, 0.00273, 5.44087], [-3.01549, 1.37415, 5.00095], [-3.19817, 0.87737, 6.69424], [-4.85178, -4.10159, -2.41988], [-5.65893, -5.18221, -1.95633], [-6.98644, -4.90559, -1.90534], [-7.51075, -3.84697, -2.21390], [-7.62941, -6.01090, -1.45136], [-9.04426, -5.86482, -1.34549], [-3.81001, -4.43372, -2.42001], [-5.12562, -3.82658, -3.44356], [-4.93829, -3.24010, -1.74986], [-9.48567, -5.66043, -2.32623], [-9.29837, -5.07379, -0.63257], [-9.45447, -6.80777, -0.97362], [-4.10924, 2.45656, -8.65858], [-4.50771, 1.74544, -7.48827], [-5.79114, 1.30540, -7.51231], [-6.58838, 1.46889, -8.42250], [-6.03380, 0.65209, -6.34803], [-7.35619, 0.13027, -6.23251], [-3.06689, 2.76104, -8.53053], [-4.17399, 1.81327, -9.54206], [-4.71749, 3.35750, -8.78864], [-7.55066, -0.60608, -7.01891], [-8.09423, 0.93820, -6.26564], [-7.43827, -0.37107, -5.26419], [4.01243, 2.03944, 12.99673], [3.64195, 1.03741, 12.05185], [3.81734, 1.39991, 10.75600], [4.24920, 2.47239, 10.36350], [3.42877, 0.36236, 9.97258], [3.55888, 0.60311, 8.57278], [3.83080, 1.64235, 13.99919], [5.07720, 2.27833, 12.90871], [3.40066, 2.93796, 12.86638], [4.60550, 0.78444, 8.30793], [2.92902, 1.44423, 8.26558], [3.22025, -0.29159, 8.04309], [0.21245, 2.53331, 5.35815], [-0.81609, 3.49203, 5.11927], [-0.37768, 4.77401, 5.04368], [0.77996, 5.14411, 5.16059], [-1.45059, 5.57282, 4.81565], [-1.13760, 6.96050, 4.71211], [-0.25091, 1.54378, 5.39973], [0.94180, 2.53794, 4.54169], [0.70282, 2.72435, 6.31816], [-0.46236, 7.14210, 3.86978], [-0.70116, 7.32852, 5.64627], [-2.06864, 7.50424, 4.52979]], "total_charge": 1, "multiplicity": 1, "lumo_ev": -3.61}


No. 4
{"formula": "C4H7N2O", "method": "ωB97M-V/def2-TZVPD", "species": ["C", "C", "C", "C", "N", "N", "O", "H", "H", "H", "H", "H", "H", "H"], "positions_angstrom": [[-2.74573, 0.82051, 0.22921], [-0.59879, -2.02486, -0.39376], [0.61780, 0.13680, -0.65231], [0.65789, 1.17938, 0.37548], [0.11064, -0.97683, -0.61906], [-2.67789, 1.71519, 0.94391], [-1.94589, -1.94220, -0.29715], [-0.27690, -3.03298, -0.38724], [0.97116, 0.38058, -1.72676], [1.12503, 2.03952, -0.09504], [0.99178, 0.89577, 1.32100], [-0.36856, 1.59698, 0.64898], [-2.63797, 2.38056, 1.72352], [-2.33911, -1.05708, -0.48519]], "total_charge": 1, "multiplicity": 1, "lumo_ev": -4.75}


No. 5
{"formula": "C17H23NO9S3", "method": "ωB97M-V/def2-TZVPD", "species": ["C", "C", "O", "O", "C", "C", "C", "C", "N", "C", "S", "C", "O", "O", "C", "O", "H", "H", "H", "H", "H", "H", "H", "C", "C", "C", "S", "O", "O", "C", "H", "H", "H", "H", "H", "H", "H", "H", "C", "C", "C", "S", "O", "O", "C", "H", "H", "H", "H", "H", "H", "H", "H"], "positions_angstrom": [[3.46851, -0.83088, -2.11228], [2.41983, -0.82124, -3.36757], [2.63964, -1.75211, -4.33819], [1.24087, 0.02767, -3.54973], [1.13832, 1.10726, -2.56291], [-0.47191, 1.60729, -2.61459], [-1.29185, 0.26293, -2.05072], [-2.14567, -0.71315, -2.78075], [-2.52525, -0.69856, -4.24380], [-1.62186, -1.34038, -5.04392], [-0.38700, -1.82079, -6.15065], [-2.45388, -1.80372, -1.58264], [-3.43631, -2.68999, -1.41911], [-1.39252, -1.63418, -0.56579], [-1.26498, -0.14625, -0.46301], [-1.13379, 0.61624, 0.62964], [3.75660, 0.27628, -1.83553], [2.87877, -1.26507, -1.17468], [4.39057, -1.51924, -2.32301], [1.86325, 2.02317, -2.78697], [1.29550, 0.76693, -1.43872], [-0.79890, 1.93276, -3.68614], [-0.57858, 2.44157, -1.79988], [4.83806, -2.93547, 3.39402], [3.70402, -3.95591, 3.30880], [2.87756, -3.62058, 2.06840], [3.99527, -2.82681, 0.92284], [3.57516, -1.45252, 0.74685], [4.23831, -3.71307, -0.19783], [5.42118, -2.84882, 1.99145], [5.59521, -3.22999, 4.12655], [4.43626, -1.96049, 3.69472], [4.12648, -4.96317, 3.20937], [3.08376, -3.94786, 4.21052], [2.46226, -4.51987, 1.60653], [2.07419, -2.91624, 2.30114], [6.02249, -1.95238, 1.83080], [6.00513, -3.74248, 1.75184], [-4.53957, 4.09400, 2.69802], [-5.55196, 3.11707, 2.10196], [-5.49169, 3.26437, 0.58251], [-3.83342, 3.80688, 0.19848], [-3.90197, 5.14501, -0.35000], [-3.12171, 2.73247, -0.46453], [-3.26637, 3.91611, 1.88434], [-4.36725, 3.90202, 3.76107], [-4.91120, 5.12046, 2.59455], [-5.28015, 2.09271, 2.38435], [-6.56321, 3.30334, 2.47688], [-5.68924, 2.31508, 0.07818], [-6.18900, 4.02768, 0.22643], [-2.56866, 4.74848, 1.99079], [-2.76929, 2.97342, 2.13191]], "multiplicity": 1, "lumo_ev": -1.00}


No. 6
{"formula": "C5H9N2", "method": "ωB97M-V/def2-TZVPD", "species": ["C", "C", "C", "C", "C", "N", "N", "H", "H", "H", "H", "H", "H", "H", "H", "H"], "positions_angstrom": [[0.56720, 1.55658, 0.01509], [1.31442, 0.41089, -0.07569], [-1.19432, 0.22228, -0.48084], [2.60297, -0.16301, 0.10199], [-2.44012, -0.11181, 0.39918], [-0.72483, 1.49417, -0.17468], [-0.19264, -0.73794, -0.41884], [1.00140, 2.52387, 0.23138], [-1.63544, 0.33172, -1.49387], [2.84430, -0.88803, -0.68060], [2.65552, -0.70244, 1.05549], [3.35449, 0.63435, 0.11815], [-2.84484, -1.07389, 0.09586], [-3.18359, 0.66785, 0.27350], [-2.12768, -0.15430, 1.43844], [-0.06950, -1.55424, -0.99226]], "total_charge": 1, "multiplicity": 1, "lumo_ev": [-6.94, -6.94]}


No. 7
{"formula": "C18H20N2O3S", "method": "ωB97M-V/def2-TZVPD", "species": ["C", "C", "C", "C", "C", "S", "H", "C", "O", "N", "C", "H", "C", "N", "C", "C", "H", "H", "H", "H", "C", "C", "C", "C", "C", "C", "C", "H", "O", "C", "O", "H", "H", "H", "H", "H", "H", "H", "H", "H", "H", "H", "H", "H"], "positions_angstrom": [[4.18305, -2.32051, 3.80329], [4.18569, -1.98555, 2.29904], [3.16958, -1.88267, 1.31977], [3.67587, -1.69290, 0.11265], [5.09736, -1.53190, 0.11147], [5.87094, -1.95575, 1.61473], [5.65440, -1.74979, -0.72104], [2.84918, -1.60176, -1.10075], [2.82230, -2.53175, -1.91766], [1.94871, -0.56114, -1.09507], [2.05589, 0.42404, -0.39481], [2.63974, 1.39648, -0.79675], [0.55752, 1.06872, 0.27933], [-0.29443, -0.34059, -0.02369], [-0.37158, -0.60695, -1.33821], [0.90292, -0.68461, -2.00079], [0.86072, 0.41800, -2.44840], [1.03480, -1.43620, -2.71375], [-0.78795, -1.70839, -1.44116], [-1.23692, -0.27353, -1.85891], [-1.42542, -0.19870, 0.80538], [-2.47933, 0.52806, 0.28985], [-2.48446, 1.97548, 0.63694], [-3.36896, 2.83566, 0.25191], [-4.16470, 2.76972, -0.89673], [-4.42039, 1.31851, -1.13683], [-3.51166, 0.39595, -0.44376], [-3.56491, -0.70115, -1.10807], [-5.34958, 1.02712, -1.92327], [-6.01256, 2.38742, -2.08883], [-5.24004, 3.35220, -1.42890], [-5.79741, 2.85634, -3.18649], [-7.04136, 2.36422, -1.87892], [-3.29259, 4.10090, 0.69330], [-1.71664, 2.36393, 1.53175], [-1.28048, -0.11984, 1.66085], [-1.87702, -1.11096, 0.71647], [0.40406, 1.04509, 1.20956], [0.19107, 1.67056, -0.56025], [2.62790, 0.09345, 0.59905], [2.10861, -2.09172, 1.82375], [4.85431, -1.77917, 4.33754], [3.30352, -2.29659, 4.20027], [4.72023, -3.22971, 4.20616]], "multiplicity": 1, "lumo_ev": 0.46}


No. 8
{"formula": "C8H13N3O", "method": "ωB97M-V/def2-TZVPD", "species": ["C", "C", "C", "C", "C", "C", "C", "C", "N", "N", "N", "O", "H", "H", "H", "H", "H", "H", "H", "H", "H", "H", "H", "H", "H"], "positions_angstrom": [[3.07237, -0.71344, 0.65667], [2.93709, 0.53417, -0.07866], [1.70924, 0.31542, -0.76446], [-1.22175, -0.59480, -1.01862], [0.05933, -1.41516, -0.89779], [-1.66692, 0.42359, 0.09831], [-1.53843, -0.22462, 1.49656], [-3.14792, 0.80653, -0.24444], [1.99420, -1.47461, 0.51217], [1.15484, -0.79162, -0.26587], [3.60254, 1.71919, -0.06092], [-0.89627, 1.50064, 0.02914], [3.90341, -0.76729, 1.28109], [-1.03460, 0.11431, -1.98520], [-2.11421, -1.18413, -1.25979], [0.04425, -2.27364, -0.23899], [0.25966, -1.76681, -1.88223], [-1.33732, -1.35350, 1.35838], [-2.38701, 0.10273, 2.17219], [-0.65352, 0.17904, 1.84480], [-3.72354, 0.03707, -0.95764], [-3.23029, 1.70727, -0.68234], [-3.67117, 0.96503, 0.67871], [4.59572, 1.55258, -0.00347], [3.29032, 2.60205, 0.21242]], "multiplicity": 1, "lumo_ev": [-3.18, -2.61]}